{
  "formula": "C26H60N5O2",
  "method": "the ωB97M-V functional and the def2-TZVPD basis",
  "charge": 1,
  "e_tot_ha": -1450.55705,
  "fmax_ha_per_bohr": 0.080,
  "gap_ev": 7.122,
  "multiplicity": 1,
  "lumo_ha": -0.0914,
  "elements": ["C", "C", "C", "H", "H", "H", "O", "N", "H", "N", "H", "C", "H", "H", "C", "H", "C", "C", "H", "H", "H", "H", "C", "H", "H", "H", "C", "C", "H", "C", "H", "C", "C", "C", "C", "H", "C", "H", "C", "H", "H", "C", "H", "H", "H", "H", "H", "H", "C", "N", "H", "H", "H", "H", "N", "C", "N", "H", "H", "H", "H", "H", "H", "H", "H", "H", "H", "C", "H", "H", "H", "O", "H", "H", "H", "H", "H", "C", "H", "H", "C", "H", "H", "H", "H", "H", "H", "C", "H", "H", "H", "C", "C"],
  "xyz": [[-4.6700, -2.6629, -2.2058], [6.0684, 0.9369, -2.7286], [2.7337, 2.1097, 2.2271], [-4.6167, -6.9816, -4.8820], [-2.1698, -2.7148, -3.6093], [-2.7761, -3.4293, -5.1148], [-2.8625, -1.5149, 4.0620], [4.6412, 0.7882, -2.4754], [-3.9802, 4.5594, 3.4555], [-1.4478, 2.9702, 3.6111], [-1.1416, 0.8439, 0.0855], [-4.5411, -4.1749, -2.0211], [6.6116, 0.8632, -1.7811], [5.4713, 2.0124, 5.3901], [-0.4363, 5.0593, 3.5378], [1.2900, 2.2426, 0.5425], [-3.9930, -1.0391, 4.7902], [-4.6516, -5.9904, -5.3382], [-3.9048, 0.0699, 4.9512], [-3.9006, -4.3727, -1.1548], [3.4424, 3.3180, -2.4182], [3.1373, 1.1265, -1.0854], [6.5357, 2.1916, -3.4684], [-5.5239, -4.5639, -1.7348], [4.2491, 0.0570, 3.4535], [-5.2170, -2.2349, -1.3605], [-3.2721, -2.1226, 2.8196], [-2.6451, -4.8437, -3.4448], [-1.3252, 2.8403, 4.6172], [-3.0610, 5.0156, 3.9089], [2.7197, 3.2357, 2.1946], [-2.0393, -2.1797, 1.8475], [-0.2397, 2.7579, 2.8616], [-1.8332, 4.3485, 3.2241], [-0.6818, 0.4830, 2.2613], [-1.0941, -2.1332, 2.4354], [4.1302, -0.2049, -4.6976], [-1.8126, 4.3033, 2.1068], [-2.1520, -1.0721, 0.7215], [-0.1411, -0.2886, 2.8697], [1.6482, 0.5834, 1.0858], [-0.9894, -0.0186, 0.7912], [-5.2189, -2.3998, -3.1113], [-0.3183, 5.1713, 4.6466], [-1.6595, 0.6664, 2.7608], [-2.3405, -5.7341, -4.0032], [-3.1492, -0.5760, 0.6678], [-3.6921, -3.1347, 3.0377], [4.2287, 1.1377, 3.7644], [-4.0660, -4.9588, -3.1523], [3.6094, 1.8198, 1.5836], [6.4040, 0.0653, -3.2980], [-3.6956, -2.1736, -2.2311], [0.8520, 4.3415, 2.0446], [0.4423, 4.0138, 2.9181], [-2.1725, -3.6145, -4.2245], [0.1863, 1.7060, 2.2406], [4.1733, -1.2052, -4.2627], [-4.0763, -1.5130, 5.8032], [5.9514, 2.3852, -4.3698], [6.5056, 3.0769, -2.8341], [4.9379, 3.5553, -1.4967], [-5.9827, -5.0947, -3.9499], [3.7962, 1.6270, 5.9129], [3.3696, -0.2124, -5.4809], [-3.0613, 4.9505, 5.0204], [3.3985, 3.4552, -0.6641], [3.7743, 0.8357, -3.6445], [-5.4318, -6.0003, -6.1019], [3.7663, 1.8304, -4.1100], [-3.0991, 6.1005, 3.6339], [2.8804, 1.5940, 3.5352], [-1.1446, -3.7724, -4.5628], [-4.9616, -3.9356, -4.7876], [4.9935, 1.7334, 3.1981], [-2.0302, -1.6162, -0.2544], [-0.2375, 5.9585, 2.9113], [4.1231, 1.5362, -1.3416], [5.0474, 0.2720, 5.6131], [-0.0670, -0.5362, 0.4052], [-4.9608, -4.9200, -4.3001], [7.5741, 2.0612, -3.7833], [-2.0790, -4.9072, -2.5096], [2.7468, 0.6334, -3.3240], [4.7456, 1.3342, -0.4628], [-3.7018, -5.8060, -5.8439], [-4.0496, -1.4594, 2.3690], [1.4382, 1.6124, 1.4645], [-2.0397, -3.1849, 1.3465], [5.0881, 0.0092, -5.1746], [-4.9738, -1.2112, 4.2810], [3.9734, 3.0492, -1.5037], [4.6442, 1.2598, 5.2940]]
}